[1]
Computed, not measured: a 2-piece molecular cluster, C5H16N2O overall in a non-equilibrium geometry, with the ωB97M-V functional and the def2-TZVPD basis.

Calculated values
* gap between HOMO and LUMO: 9.51 eV
* E_LUMO: 0.86 eV
* net charge: 0
* maximum force: 0.031 Eh/bohr
* SMILES string: CC(C)NCCN.O
* relative energy (zero: lowest compared OMol25 entry of this formula, charge and spin): 84.52 kJ/mol

Cartesian coordinates (Å):
C1 -0.310 -1.205 2.051
C2 0.312 -0.847 0.702
C3 1.786 -1.306 0.657
N1 0.316 0.605 0.390
C4 -1.024 1.222 0.387
C5 -1.815 0.856 -0.878
N2 -1.251 1.431 -2.121
H1 -1.071 -1.976 1.888
H2 0.444 -1.658 2.694
H3 -0.827 -0.395 2.559
H4 -0.194 -1.381 -0.097
H5 2.408 -0.843 -0.116
H6 2.239 -1.054 1.618
H7 1.893 -2.363 0.428
H8 0.871 1.056 1.107
H9 -1.718 0.997 1.203
H10 -0.790 2.289 0.361
H11 -2.750 1.418 -0.802
H12 -1.989 -0.221 -0.847
H13 -0.262 1.626 -2.002
H14 -1.438 0.817 -2.910
O1 1.662 0.593 -2.387
H15 1.739 0.720 -1.426
H16 1.771 -0.383 -2.458

[2]
Computed, not measured: a 2-piece molecular cluster, C4H9BrNO overall in a non-equilibrium geometry, with the ωB97M-V functional and the def2-TZVPD basis.

Calculated values
* gap between HOMO and LUMO: 9.10 eV
* E_LUMO: -5.08 eV
* net charge: +1
* maximum force: 0.070 Eh/bohr
* relative energy (zero: lowest compared OMol25 entry of this formula, charge and spin): 86.65 kJ/mol

Cartesian coordinates (Å):
C1 1.390 -1.521 -0.955
C2 0.697 -0.870 -0.021
C3 1.290 -0.204 1.113
C4 -1.588 -0.015 0.290
N1 -0.733 -0.861 -0.173
O1 -1.238 2.530 -0.733
Br1 -3.374 0.020 0.017
H1 0.802 -1.965 -1.742
H2 2.393 -1.959 -0.845
H3 2.029 -0.776 1.550
H4 0.581 0.142 1.942
H5 1.784 0.683 0.794
H6 -1.313 0.801 0.983
H7 -1.113 -1.552 -0.897
H8 -1.192 3.464 -0.426
H9 -0.416 2.082 -0.897

[3]
Computed, not measured: C6H12O3S2 as an isolated structure in a non-equilibrium geometry, with the ωB97M-V functional and the def2-TZVPD basis.

Calculated values
* gap between HOMO and LUMO: 9.68 eV
* E_LUMO: 0.67 eV
* net charge: 0
* maximum force: 0.090 Eh/bohr
* relative energy (zero: lowest compared OMol25 entry of this formula, charge and spin): 58.89 kJ/mol

Cartesian coordinates (Å):
C1 -2.008 -1.268 1.005
C2 -2.630 0.119 0.740
C3 -0.059 -0.379 -0.600
C4 0.324 0.000 -2.294
C5 2.025 0.762 0.093
C6 1.079 -0.370 0.415
O1 -0.702 1.974 0.981
O2 -1.773 1.639 -1.288
O3 0.645 -0.203 1.725
S1 -1.166 -1.684 -0.502
S2 -1.213 1.113 -0.048
H1 -1.188 -1.083 1.736
H2 -2.779 -1.907 1.435
H3 -3.462 0.097 0.087
H4 -2.826 0.811 1.590
H5 -0.136 -0.854 -2.967
H6 1.396 -0.177 -2.334
H7 0.109 1.032 -2.513
H8 1.455 1.629 -0.117
H9 2.751 0.420 -0.578
H10 2.523 0.814 1.127
H11 1.722 -1.257 0.500
H12 0.217 0.654 1.593

[4]
Computed, not measured: the molecule Cl2H3N2P in a non-equilibrium geometry, with the ωB97M-V functional and the def2-TZVPD basis.

Calculated values
* gap between HOMO and LUMO: 9.48 eV
* E_LUMO: 0.72 eV
* net charge: 0
* maximum force: 0.079 Eh/bohr
* SMILES string: NNP(Cl)Cl
* relative energy (zero: lowest compared OMol25 entry of this formula, charge and spin): 154.49 kJ/mol

Cartesian coordinates (Å):
N1 -0.290 0.364 -0.328
N2 0.805 -0.545 -0.085
P1 2.236 -0.035 0.717
Cl1 3.510 -1.169 -0.290
Cl2 2.471 1.705 -0.145
H1 -0.590 0.639 0.667
H2 0.021 1.177 -0.784
H3 0.441 -1.328 0.407

[5]
Computed, not measured: C22H44N2PtSi4 as an isolated structure in a non-equilibrium geometry, with the ωB97M-V functional and the def2-TZVPD basis.

Calculated values
* gap between HOMO and LUMO (alpha / beta): 5.34 / 5.09 eV
* multiplicity: 5
* E_LUMO (alpha / beta): -6.34 / -9.91 eV
* <S²>: 6.014
* net charge: +2
* maximum force: 0.066 Eh/bohr
* relative energy (zero: lowest compared OMol25 entry of this formula, charge and spin): 0.00 kJ/mol

Cartesian coordinates (Å):
C1 -5.620 0.130 -1.249
C2 -5.628 1.439 -2.055
H1 -5.838 -0.722 -1.904
H2 -6.421 0.180 -0.500
H3 -4.676 -0.066 -0.729
H4 -4.781 1.542 -2.741
H5 -6.547 1.475 -2.654
H6 -5.641 2.316 -1.396
C3 0.533 -2.974 -1.556
C4 1.420 -4.024 -1.785
C5 2.548 -3.823 -2.585
C6 2.769 -2.565 -3.136
H7 -0.386 -3.088 -0.979
H8 1.214 -5.000 -1.352
H9 3.243 -4.633 -2.793
H10 3.592 -2.336 -3.811
N1 0.774 -1.744 -2.047
C7 1.873 -1.524 -2.832
C8 2.012 -0.166 -3.312
N2 1.022 0.683 -2.899
C9 1.053 1.988 -3.258
C10 3.073 1.625 -4.542
C11 2.069 2.477 -4.080
H11 0.240 2.618 -2.901
H12 2.046 3.518 -4.372
C12 3.033 0.288 -4.160
H13 3.747 -0.457 -4.513
H14 3.870 1.977 -5.196
Pt1 -0.416 -0.107 -1.545
C13 -1.549 1.550 -1.476
H15 -1.852 1.837 -2.502
H16 -0.919 2.355 -1.065
H17 -2.457 1.457 -0.855
C14 3.370 -0.253 0.141
Si1 2.118 0.751 1.152
C15 2.701 0.652 2.966
C16 2.217 2.554 0.584
Si2 -0.093 -0.011 0.749
Si3 -0.006 -1.968 2.107
C17 -0.041 -1.750 3.997
C18 -1.548 -2.964 1.659
C19 1.549 -3.004 1.780
Si4 -1.358 1.458 2.148
C20 -0.792 1.701 3.945
C21 -1.495 3.235 1.499
C22 -3.086 0.688 2.151
H18 4.391 0.051 0.428
H19 3.261 -0.069 -0.936
H20 3.282 -1.335 0.301
H21 3.732 1.041 3.009
H22 2.088 1.257 3.646
H23 2.724 -0.379 3.346
H24 1.950 2.656 -0.478
H25 1.564 3.216 1.172
H26 3.256 2.908 0.701
H27 -0.995 -1.339 4.347
H28 0.079 -2.739 4.470
H29 0.766 -1.111 4.373
H30 -1.612 -3.168 0.582
H31 -1.505 -3.930 2.187
H32 -2.465 -2.441 1.964
H33 1.674 -3.263 0.720
H34 2.465 -2.505 2.121
H35 1.451 -3.947 2.341
H36 0.177 2.212 4.004
H37 -1.529 2.348 4.447
H38 -0.722 0.773 4.521
H39 -1.987 3.290 0.520
H40 -2.104 3.809 2.216
H41 -0.518 3.728 1.421
H42 -3.487 0.573 1.134
H43 -3.102 -0.298 2.635
H44 -3.768 1.352 2.706

[6]
Computed, not measured: a 9-piece molecular cluster, C5H29N2O9 overall in a non-equilibrium geometry, with the ωB97M-V functional and the def2-TZVPD basis.

Calculated values
* gap between HOMO and LUMO: 10.63 eV
* E_LUMO: -2.32 eV
* net charge: +1
* maximum force: 0.035 Eh/bohr
* relative energy (zero: lowest compared OMol25 entry of this formula, charge and spin): 218.78 kJ/mol

Cartesian coordinates (Å):
O1 0.057 1.136 3.538
C1 -0.420 1.393 2.430
N1 -1.682 1.870 2.380
C2 -2.480 2.260 1.235
C3 0.357 1.335 1.123
N2 1.192 0.117 1.025
C4 0.471 -1.121 0.666
C5 1.169 2.625 0.984
H1 -2.132 1.879 3.278
H2 -2.944 3.235 1.384
H3 -3.316 1.561 1.140
H4 -1.937 2.290 0.299
H5 -0.368 1.221 0.322
H6 1.820 -0.017 1.843
H7 1.978 0.375 0.382
H8 1.165 -1.929 0.466
H9 -0.245 -0.919 -0.124
H10 -0.155 -1.445 1.501
H11 0.599 3.461 1.395
H12 2.101 2.667 1.543
H13 1.271 2.791 -0.089
H14 -4.258 -1.256 -2.263
H15 -3.531 -1.783 -1.069
O2 -3.586 -0.992 -1.625
H16 1.223 -4.892 0.570
H17 2.317 -3.882 0.716
O3 1.413 -3.964 0.389
H18 3.187 0.878 4.022
H19 1.713 0.409 3.845
O4 2.622 0.314 3.486
H20 3.628 0.243 -1.601
H21 3.179 1.463 -1.122
O5 3.178 0.542 -0.803
H22 2.772 -0.254 -2.918
H23 1.461 -0.491 -3.626
O6 1.995 0.205 -3.228
H24 -1.148 -1.653 -2.160
H25 -0.599 -0.630 -3.154
O7 -0.348 -1.402 -2.631
H26 -1.879 1.175 -4.634
H27 -2.828 1.296 -3.476
O8 -1.905 1.103 -3.676
H28 -1.654 -3.991 0.204
H29 -1.506 -3.705 -1.396
O9 -1.950 -3.521 -0.573